1.
C14H12CaN5O4S2 as an isolated structure, computed with wB97M-V/def2-TZVPD.

Structure (XYZ):
```
38
Properties=species:S:1:pos:R:3:forces:R:3
Ca -0.2129 0.6213 1.2490 0.35 0.42 -0.50
N -3.6035 -2.4516 -1.0880 0.01 -0.04 0.03
C -3.8182 -1.6068 -0.3215 -0.02 0.07 -0.03
N -4.1231 -0.6657 0.5563 -0.02 -0.09 -0.09
C -3.2661 0.2761 0.7430 0.00 0.02 0.08
N -2.5352 1.1654 0.9665 0.20 -0.13 0.03
O -0.4660 -2.3318 5.0126 0.02 0.04 -0.02
S -1.0695 -1.8752 3.7914 0.01 -0.22 0.10
O -2.1833 -0.9696 3.8881 -0.02 -0.01 0.00
N 0.0318 -1.2513 2.7582 -0.14 -0.02 0.10
C 0.1422 -1.9874 1.6382 -0.10 0.05 -0.13
O 0.7519 -1.5637 0.6390 -0.18 -0.02 0.10
C -0.7042 -3.2187 1.6383 -0.04 -0.10 0.05
C -0.8521 -4.1546 0.6307 0.01 0.04 0.04
C -1.7913 -5.1584 0.8133 -0.04 -0.05 0.01
C -2.5652 -5.2156 1.9704 0.03 -0.01 -0.05
C -2.4244 -4.2669 2.9753 0.01 0.03 0.04
C -1.4833 -3.2783 2.7787 0.08 0.12 -0.07
H -0.2683 -4.0783 -0.2764 0.01 0.01 0.00
H -1.9460 -5.8935 0.0347 0.00 0.00 0.00
H -3.3030 -6.0005 2.0764 0.00 0.00 0.00
H -3.0375 -4.2872 3.8664 0.00 -0.01 -0.01
S 3.5651 2.7234 -0.5938 0.17 0.04 -0.15
C 2.3235 2.4716 0.4142 -0.19 0.10 0.15
N 1.4106 2.3122 1.1380 -0.15 -0.22 0.02
C -1.4212 1.7929 -2.8508 -0.01 0.00 0.01
C -1.7436 0.2827 -2.9375 -0.03 0.02 0.03
C -0.6612 -0.3748 -2.0809 -0.04 0.01 -0.02
O -0.2205 0.6565 -1.1919 0.07 -0.02 0.27
C -0.1679 1.8530 -1.9749 -0.08 -0.04 -0.05
H -2.2403 2.3316 -2.3764 0.00 -0.01 0.01
H -1.2425 2.2418 -3.8277 0.00 0.00 0.00
H -1.7216 -0.0959 -3.9588 0.01 0.01 0.00
H -2.7284 0.0637 -2.5269 0.01 0.01 -0.01
H 0.1908 -0.6992 -2.6861 0.03 -0.01 0.01
H -1.0199 -1.2154 -1.4914 0.01 0.00 0.02
H 0.7491 1.8434 -2.5708 0.03 -0.02 0.01
H -0.1281 2.7014 -1.2962 -0.01 0.00 0.03
```
Positions in Å, forces in eV/Å.

- HOMO level (eV) = -5.5984
- lowest unoccupied orbital energy (eV) = 2.55
- total charge = -1



2.
C43H29Cl3F3O2PSbZr as an isolated structure, computed with wB97M-V/def2-TZVPD.

Structure (XYZ):
```
83
Properties=species:S:1:pos:R:3:forces:R:3
Zr 0.5728 -0.3426 0.3200 -0.04 -0.94 0.24
Cl 2.4266 0.7429 1.8191 0.16 0.32 0.14
C 2.0698 0.3890 3.5592 0.39 0.07 -0.41
C 3.1545 0.4801 4.3957 -0.07 -0.06 0.20
C 2.9127 0.2433 5.7470 0.05 0.01 0.00
C 1.6319 -0.0565 6.1889 -0.04 -0.01 -0.06
C 0.5689 -0.1282 5.2929 0.01 -0.01 0.22
C 0.7750 0.0923 3.9335 -0.07 -0.05 0.10
P -0.5258 0.1813 2.6829 0.14 0.50 0.21
C -1.9289 -0.7857 3.2130 -0.01 -0.22 -0.02
C -3.2300 -0.3550 2.9490 -0.10 0.01 0.09
C -4.3031 -1.1264 3.3759 0.08 0.01 -0.03
C -4.0812 -2.3262 4.0406 -0.08 -0.03 -0.04
C -2.7864 -2.7803 4.2648 0.03 0.05 -0.03
C -1.7100 -2.0151 3.8479 -0.02 -0.07 0.02
C -0.9353 1.9330 2.5810 -0.22 0.01 0.09
C -0.4207 2.7156 1.5490 0.20 0.00 -0.15
C -0.6623 4.0776 1.4925 -0.11 0.00 0.14
C -1.4420 4.6666 2.4810 -0.01 0.04 0.01
C -1.9578 3.9004 3.5200 0.03 -0.01 -0.04
C -1.7036 2.5380 3.5744 -0.07 0.05 0.08
H 4.1437 0.7232 4.0308 -0.03 -0.01 0.01
H 3.7360 0.2994 6.4478 -0.04 0.00 -0.01
H 1.4566 -0.2299 7.2423 -0.02 0.00 -0.02
H -0.4252 -0.3489 5.6615 0.00 0.00 -0.03
H -3.4139 0.5880 2.4495 0.04 -0.01 0.00
H -5.3140 -0.7796 3.2028 0.02 -0.01 0.01
H -4.9225 -2.9133 4.3877 0.02 0.02 -0.01
H -2.6171 -3.7177 4.7792 -0.01 0.02 -0.02
H -0.7046 -2.3674 4.0538 0.00 0.05 -0.01
H 0.2295 2.2913 0.7839 -0.08 0.03 0.04
H -0.2428 4.6803 0.6976 0.00 -0.02 0.01
H -1.6404 5.7301 2.4470 0.01 -0.02 0.01
H -2.5536 4.3662 4.2939 0.01 -0.01 -0.02
H -2.1072 1.9532 4.3929 0.01 0.00 -0.01
Cl -2.8681 4.1618 -4.3654 -0.02 -0.02 0.02
C -2.3284 3.0325 -3.2001 -0.19 0.14 -0.14
C -3.2616 2.3127 -2.4480 -0.14 -0.04 0.04
C -2.8802 1.3877 -1.4830 -0.54 0.23 -0.09
Cl -4.0941 0.5446 -0.6058 0.16 -0.03 0.03
C -1.5434 1.1777 -1.2330 0.41 -0.55 0.34
O -1.1421 0.2867 -0.3089 -0.08 0.61 -0.28
C -0.5854 1.8771 -2.0128 0.02 0.38 -0.44
C 0.7864 1.6509 -1.9362 0.30 -0.40 0.43
O 1.3520 0.8293 -1.1174 -0.01 0.75 -0.52
C -0.9947 2.8140 -2.9996 0.11 -0.12 0.15
H -4.3189 2.4771 -2.6217 0.02 0.00 0.00
H 1.4554 2.1812 -2.6104 0.05 0.02 -0.04
H -0.2547 3.3453 -3.5865 -0.02 -0.03 0.03
F -4.0725 -6.0228 2.1234 0.03 0.04 -0.05
C -3.3576 -5.3117 1.2530 -0.05 -0.18 0.17
C -3.8621 -4.1063 0.8138 0.05 0.15 -0.09
C -3.0940 -3.3576 -0.0681 -0.08 -0.05 -0.04
C -1.8596 -3.8294 -0.5186 -0.14 -0.17 0.32
C -1.3856 -5.0646 -0.0581 -0.10 -0.04 0.08
C -2.1335 -5.8131 0.8370 0.08 0.05 -0.10
Sb -0.7356 -2.6142 -1.7911 0.09 0.27 -0.09
C 1.0025 -2.5873 -0.3364 -0.21 -0.15 0.01
C 2.2972 -2.2485 -0.7732 0.00 -0.14 0.06
C 3.3747 -2.1821 0.1107 -0.04 0.06 -0.16
C 3.1380 -2.3903 1.4593 0.11 0.05 0.20
F 4.1395 -2.2656 2.3102 -0.13 -0.02 -0.07
C 1.8688 -2.6764 1.9530 -0.07 -0.04 -0.01
C 0.8122 -2.7835 1.0490 -0.04 -0.41 -0.07
C 0.1210 -3.9620 -3.1183 0.17 -0.35 -0.31
C -0.4620 -5.2127 -3.3271 0.14 -0.10 -0.10
C 0.0616 -6.0735 -4.2829 -0.19 0.04 0.20
C 1.1596 -5.6633 -5.0100 0.13 -0.18 -0.23
F 1.6669 -6.4888 -5.9192 -0.02 0.05 0.05
C 1.7449 -4.4212 -4.8481 -0.01 0.17 0.12
C 1.2057 -3.5634 -3.9029 0.02 -0.09 -0.12
H -4.8370 -3.7786 1.1483 0.02 0.01 0.00
H -3.4861 -2.4117 -0.4230 0.02 0.03 -0.01
H -0.4345 -5.4589 -0.3977 0.01 0.02 -0.02
H -1.7990 -6.7762 1.2009 0.00 0.03 -0.01
H 2.4794 -2.0936 -1.8293 0.04 0.09 -0.02
H 4.3802 -1.9646 -0.2299 -0.01 0.00 0.01
H 1.7333 -2.8571 3.0122 0.02 0.04 0.02
H -0.1696 -3.0809 1.4131 -0.03 0.05 0.02
H -1.3274 -5.5343 -2.7622 0.00 0.03 0.02
H -0.3698 -7.0477 -4.4705 0.00 0.02 0.01
H 2.5855 -4.1428 -5.4690 -0.01 0.01 0.01
H 1.6339 -2.5703 -3.8172 -0.03 0.03 0.01
```
Positions in Å, forces in eV/Å.

- HOMO level (eV) = -15.7284
- lowest unoccupied orbital energy (eV) = -10.20
- total charge = +3



3.
One molecule with the formula C15H15N3O2S2, computed with wB97M-V/def2-TZVPD.

Structure (XYZ):
```
37
Properties=species:S:1:pos:R:3:forces:R:3
C -3.9192 -2.5793 0.9059 0.07 0.00 -0.15
H -3.6446 -3.1612 1.7822 0.00 -0.03 0.12
H -4.9216 -2.8669 0.5993 -0.10 -0.02 0.01
C -2.9345 -2.8282 -0.2301 0.01 -0.05 0.04
C -1.5192 -2.3901 0.1539 0.41 -0.17 -0.10
C -1.4458 -0.8759 0.3315 -0.21 -0.25 -0.08
O -1.5464 -0.3642 1.4189 -0.14 0.15 0.25
N -1.3946 -0.1875 -0.8452 -0.22 0.06 -0.53
C -1.1695 1.1657 -0.9590 0.15 0.93 -0.12
N -0.9474 1.6959 -2.1396 -0.20 -1.29 -0.17
O -0.7544 3.0242 -1.9406 0.08 0.80 0.43
C -0.8559 3.3019 -0.6290 -0.16 -0.65 0.37
C -1.1238 2.1541 0.0581 0.12 0.42 -0.30
H -1.2656 2.0035 1.1052 -0.03 0.05 0.22
C -0.6722 4.7056 -0.1887 0.04 -0.08 -0.27
H -1.3702 5.3562 -0.7127 -0.04 0.08 0.03
H 0.3374 5.0414 -0.4209 0.05 0.06 0.03
H -0.8396 4.7795 0.8811 -0.01 0.02 0.04
H -1.3132 -0.6986 -1.7152 0.05 -0.07 0.16
H -1.2223 -2.8490 1.1000 -0.05 0.20 -0.05
S -0.3590 -3.0088 -1.1309 -0.58 -0.27 -0.05
C 1.0500 -2.1064 -0.6935 0.58 0.04 -0.12
N 1.0540 -1.2250 0.2338 -0.48 -0.38 0.13
C 2.2672 -0.6140 0.3498 0.99 0.04 -0.37
C 2.5812 0.3969 1.2512 -0.01 -0.07 -0.06
C 3.8568 0.9206 1.2363 -0.04 0.06 0.09
C 4.8171 0.4528 0.3423 0.11 -0.03 -0.08
C 4.5234 -0.5497 -0.5631 0.10 0.01 -0.03
C 3.2454 -1.0780 -0.5568 -0.33 0.03 0.16
S 2.5681 -2.3272 -1.5698 -0.29 0.22 0.35
H 5.2646 -0.9119 -1.2579 0.13 0.00 -0.06
H 5.8082 0.8801 0.3539 0.08 0.04 0.00
H 4.1177 1.7065 1.9289 0.02 0.07 0.06
H 1.8232 0.7440 1.9343 -0.09 0.06 0.10
H -3.2507 -2.2851 -1.1239 0.02 -0.07 -0.04
H -2.9170 -3.8928 -0.4749 -0.01 0.01 -0.07
H -3.9275 -1.5290 1.1851 -0.05 0.07 0.07
```
Positions in Å, forces in eV/Å.

- SMILES = CC[C@@H](Sc1nc2ccccc2s1)C(=O)Nc1cc(C)on1
- HOMO level (eV) = -8.5463
- lowest unoccupied orbital energy (eV) = 0.64



4.
C6H11N as an isolated structure, computed with wB97M-V/def2-TZVPD.

Structure (XYZ):
```
18
Properties=species:S:1:pos:R:3:forces:R:3
C -0.1056 0.0902 0.0591 -2.59 -2.16 3.57
C -1.0667 0.3437 -1.0900 0.58 -0.24 -0.11
C 0.4665 1.3626 0.6632 0.46 -0.42 -0.39
C -0.9662 -0.6273 1.3200 -1.48 2.59 -0.86
C 0.7607 -1.3576 0.2568 2.62 3.21 -4.40
N 2.1023 -0.8284 -1.7913 -0.24 2.38 -0.23
C 1.3842 -0.7849 -0.7778 0.73 -5.55 2.22
H 2.7195 -0.0362 -1.9482 0.16 -0.17 -0.29
H 0.4560 -2.3934 0.2870 -0.49 0.44 0.48
H -0.5328 0.8349 -1.9037 -0.03 -0.02 -0.16
H -1.4810 -0.5892 -1.4681 -0.08 0.00 -0.01
H -1.8746 1.0091 -0.7850 -0.05 -0.03 0.15
H 1.0402 1.8883 -0.1013 0.07 0.22 0.04
H 1.1302 1.1411 1.4972 0.01 -0.03 0.00
H -0.3272 2.0238 1.0116 -0.15 -0.02 -0.04
H -1.4335 -1.5913 1.1294 0.52 -0.04 -0.19
H -0.4674 -0.5588 2.2816 0.34 -0.27 -0.23
H -1.8045 0.0735 1.3596 -0.39 0.12 0.45
```
Positions in Å, forces in eV/Å.

- HOMO level (eV) = -8.2581
- lowest unoccupied orbital energy (eV) = 0.77



5.
One molecule with the formula C5H3N5OS2, computed with wB97M-V/def2-TZVPD.

Structure (XYZ):
```
16
Properties=species:S:1:pos:R:3:forces:R:3
C 0.6723 1.6785 0.1435 -1.33 -1.53 1.40
C -1.6561 0.4150 0.2966 2.96 1.56 1.63
C -1.7909 -0.8995 0.5933 1.62 -0.85 -0.20
C 1.5279 0.4172 0.0817 2.31 1.38 -2.75
C 2.7881 0.4042 -0.6616 -3.00 -0.26 2.51
H -1.1371 2.2444 0.7926 -0.90 2.26 0.22
H -0.8785 -1.4368 1.0889 -2.36 0.65 -1.01
H 3.1621 1.2101 -1.2023 0.63 1.17 -0.76
N -0.6460 1.4202 0.6818 1.75 -2.34 -1.00
N -3.5673 0.2922 -0.6944 -2.40 -2.88 -0.62
N -2.6700 1.0159 -0.3218 0.53 1.79 -0.44
N 2.2148 -1.6181 0.5339 -0.12 -0.24 0.16
N 1.2557 -0.7549 0.6521 1.09 -0.49 0.18
O 1.1118 2.7921 -0.0274 -0.36 -0.83 -0.08
S -3.2397 -1.3991 -0.2119 0.64 1.00 0.52
S 3.5272 -1.0343 -0.3596 -1.03 -0.38 0.25
```
Positions in Å, forces in eV/Å.

- SMILES = O=C(Nc1csnn1)c1csnn1
- HOMO level (eV) = -9.4963
- lowest unoccupied orbital energy (eV) = -0.43



6.
A 2-piece molecular cluster, C2H3N3O2 overall, computed with wB97M-V/def2-TZVPD.

Structure (XYZ):
```
10
Properties=species:S:1:pos:R:3:forces:R:3
C -0.0099 -0.3709 -0.0963 0.03 -0.76 0.03
C 0.3469 0.6256 -1.0860 -0.02 1.64 -0.19
N -0.2388 -0.0018 1.0869 -0.12 0.50 0.50
N -1.3219 1.4431 -2.2514 1.27 0.92 -2.65
N 0.7854 0.2109 -2.2543 -0.10 -1.90 -1.03
O -0.8301 1.7487 -3.2335 -2.36 -0.77 2.88
O 0.9868 1.0349 -3.1763 1.25 0.49 0.69
H -0.0428 -1.4013 -0.4688 0.00 0.05 0.12
H 0.4701 1.6474 -0.7220 0.03 0.06 -0.06
H -0.4707 -0.7418 1.7443 0.01 -0.23 -0.29
```
Positions in Å, forces in eV/Å.

- HOMO level (spin up / spin down) (eV) = -8.7106 / -8.7094
- lowest unoccupied orbital energy (spin up / spin down) (eV) = -1.51 / -1.51



7.
C5H8O2 as an isolated structure, computed with wB97M-V/def2-TZVPD.

Structure (XYZ):
```
15
Properties=species:S:1:pos:R:3:forces:R:3
C 1.7992 -0.1623 0.7908 -0.19 -0.06 -0.47
C 0.6417 0.2408 -0.1182 -0.14 -0.93 -0.74
C -0.3590 -0.8044 -1.1541 1.07 0.30 0.11
C -0.7474 -0.1178 0.0888 -0.15 0.14 0.29
O -1.2506 -0.7166 1.2249 -0.52 -0.26 0.13
C -1.0695 1.3092 -0.3463 0.46 0.51 0.24
O 0.4268 1.5544 -0.5312 -1.40 0.08 -0.34
H 2.7964 0.0717 0.4039 -0.28 -0.08 -0.19
H 1.7298 -1.2377 0.9822 0.07 0.10 -0.16
H 1.7280 0.3161 1.7865 -0.32 0.03 -0.59
H -0.9413 -0.5323 -2.0583 0.99 0.19 0.42
H 0.0687 -1.7940 -1.2130 -0.13 -0.18 0.58
H -1.6993 -1.5096 0.9171 -0.14 -0.08 0.26
H -1.7755 1.3762 -1.2036 1.00 0.33 0.15
H -1.3481 2.0065 0.4305 -0.32 -0.10 0.31
```
Positions in Å, forces in eV/Å.

- HOMO level (eV) = -8.4197
- lowest unoccupied orbital energy (eV) = 0.75



8.
One molecule with the formula C3H9N5, computed with wB97M-V/def2-TZVPD.

Structure (XYZ):
```
17
Properties=species:S:1:pos:R:3:forces:R:3
C 0.8461 -0.5244 1.3629 1.85 -0.48 0.88
C -0.5936 0.1214 1.4164 1.46 -3.13 1.78
C -0.4208 0.8872 -1.9623 -1.00 0.52 -2.94
H 1.8440 -1.9119 0.1386 2.36 -0.85 -0.41
H 0.5039 -0.9298 -0.5902 1.96 -2.47 1.93
H 2.4296 -0.8663 2.5041 0.08 0.27 -0.64
H -1.2698 -0.6937 1.9401 1.48 1.77 -0.55
H -0.3832 0.9264 2.0431 -0.27 1.52 1.33
H -1.7662 -0.5098 -0.0420 1.12 3.25 -0.20
H -0.7574 2.3635 -0.5633 -0.33 -4.33 -0.37
H -0.6029 1.7456 -2.6726 0.75 -0.57 0.64
H -0.2336 -0.3710 -3.4305 0.34 0.28 2.04
N 1.0307 -1.4275 0.2883 -5.06 4.34 -0.51
N 1.6581 -0.2087 2.3710 -2.62 -1.13 -1.90
N -1.3478 0.4695 0.2958 -1.81 -2.94 -2.57
N -0.7322 1.2208 -0.7310 -0.23 5.15 3.14
N -0.2048 -0.2914 -2.3683 -0.09 -1.21 -1.65
```
Positions in Å, forces in eV/Å.

- SMILES = [H]/N=C(\N)CNN/C=N/[H]
- HOMO level (eV) = -8.6806
- lowest unoccupied orbital energy (eV) = 0.63



One value per record, in order, for electronic energy: -70468.320, -111959.347, -46034.150, -7885.353, -36399.242, -10681.512, -9406.267, -10704.382 eV.
One value per record, in order, for F_max: 0.74, 0.97, 1.32, 6.04, 3.93, 3.80, 1.44, 6.69 eV Å⁻¹.